Molecular formula: C6H5AsCrO10S2
Method: DFT, ωB97M-V with the def2-TZVPD basis set

Last column: Mulliken charge in e.
Cartesian coordinates (Å):
Cr -2.68188 0.52556 -0.72505  0.977
O -5.69180 1.27445 -2.08843  -0.690
S -5.08021 0.02490 -1.66050  1.404
O -5.93011 -1.13163 -1.84945  -0.682
O -4.60386 0.15366 -0.20382  -0.738
O -3.71537 -0.14863 -2.34065  -0.758
O 1.58365 0.42104 -2.59682  -0.645
As 0.45646 -0.33474 -1.42245  1.258
O 0.18859 -1.89388 -1.79369  -0.802
O -0.78597 0.78851 -1.43147  -0.760
C 1.60860 -0.20689 0.13584  0.239
C 2.75412 -0.99837 0.06395  -0.501
C 3.70542 -1.00134 1.07219  -0.552
C 3.51114 -0.19796 2.19067  -0.375
C 2.37283 0.58014 2.28534  -0.402
C 1.41136 0.58259 1.26669  0.286
S -1.18939 0.63027 1.94155  0.533
O 0.33198 1.38208 1.40350  -0.497
O -1.09493 -0.72291 1.39844  -0.548
O -2.12224 1.46432 1.13754  -0.477
H 1.06238 1.05361 -3.10597  0.281
H 2.89515 -1.63675 -0.80108  0.379
H 4.58596 -1.62688 0.98579  0.344
H 4.24416 -0.18843 2.98983  0.333
H 2.18397 1.20729 3.14806  0.391

**Gap between HOMO and LUMO (alpha / beta)**: 0.259 / 0.284 Ha
**Multiplicity**: 5
**E_LUMO (alpha / beta)**: 4.81 / 4.81 eV
**E**: -5060.8655 hartree
**Net charge**: -2
**E_HOMO (alpha / beta)**: -0.0824 / -0.1072 hartree